C4H5NO | ωB97M-V with the def2-TZVPD basis set

Positions of all 11 atoms, in Å:
1 N 2.849 0.674 -0.031
2 C 1.907 0.005 -0.066
3 C 0.718 -0.858 -0.126
4 C -0.561 -0.194 0.379
5 C -1.259 0.980 -0.150
6 O -1.737 -0.339 -0.392
7 H 0.900 -1.708 0.537
8 H 0.622 -1.255 -1.143
9 H -0.693 -0.388 1.439
10 H -1.842 1.555 0.574
11 H -0.905 1.527 -1.022

Values from the calculation:
Charge: 0
Calculated total energy in eV: -7764.8244
HOMO in eV: -10.9
SMILES string: N#CC[C@H]1CO1
F_max in hartree/bohr: 0.0209
Energy relative to the best compared isomer or geometry (same formula, charge and spin) in kcal/mol: 39.25